(1)
60
Properties=species:S:1:pos:R:3:lowdin_charge:R:1 method="wB97M-V/def2-TZVPD" e_lumo_ha=0.0189 homo_energy_ha=-0.328 total_energy_ha=-1740.2601 orbital_gap_ev=9.452 charge=0
C 0.04714 1.75290 -2.17993 0.03
C 1.23490 2.10047 -2.66752 -0.10
C 2.14520 3.14413 -2.10959 -0.20
O 2.00604 4.33108 -3.01517 0.07
C 0.89333 4.94795 -2.58744 -0.58
O 0.11118 5.55256 -3.24187 0.17
O 0.78529 4.79676 -1.23345 0.04
C 1.82013 3.89973 -0.82266 -0.27
P 1.55438 3.07116 0.79656 0.50
N 0.79365 1.72526 0.77517 -0.13
O 0.81538 4.24487 1.58411 -0.12
O 2.99244 3.13260 1.45688 -0.13
H -0.49453 0.91395 -2.60074 0.08
H -0.40468 2.26305 -1.34667 0.04
H 1.59662 1.63478 -3.57980 0.11
H 3.19296 2.86503 -2.17401 0.15
H 2.71623 4.50396 -0.62866 0.14
H 1.27497 0.96262 1.23662 0.00
H -0.12858 4.17259 1.37735 0.09
H 3.46467 2.29970 1.27378 0.04
C -3.09533 3.42333 -2.51117 -0.01
C -3.67913 2.41474 -1.55254 -0.49
O -3.07098 1.42008 -1.22872 0.06
C -5.06165 2.70428 -1.01692 -0.02
H -2.10658 3.10184 -2.82399 0.06
H -3.73355 3.51811 -3.39114 0.09
H -3.01679 4.40059 -2.03204 0.09
H -5.77387 2.77478 -1.84043 0.08
H -5.06342 3.65441 -0.48051 0.09
H -5.36731 1.90841 -0.34191 0.08
C -2.73315 -3.48733 -0.53453 -0.03
C -2.17422 -2.43892 0.39630 -0.50
O -1.03373 -2.48953 0.79753 0.06
C -3.11543 -1.33120 0.80455 -0.03
H -1.97378 -4.22997 -0.75340 0.07
H -3.58439 -3.98381 -0.06964 0.08
H -3.06693 -3.01911 -1.46311 0.08
H -3.98084 -1.75424 1.31959 0.08
H -3.45606 -0.78569 -0.07588 0.06
H -2.60087 -0.63972 1.46758 0.08
C 7.30106 0.64804 0.31404 -0.01
C 6.25001 0.91688 1.35880 -0.47
O 5.25132 1.55142 1.10030 0.06
C 6.49730 0.36418 2.73792 -0.01
H 7.00530 1.09780 -0.63019 0.08
H 8.25716 1.06671 0.63107 0.09
H 7.42432 -0.42753 0.18048 0.09
H 7.42435 0.77344 3.14171 0.09
H 6.59220 -0.72158 2.69188 0.09
H 5.67112 0.62695 3.39355 0.09
C -1.68290 -6.64409 2.54210 -0.02
C -2.65522 -7.03732 1.45584 -0.50
O -2.68198 -6.45720 0.39663 0.06
C -3.59033 -8.18432 1.75873 -0.02
H -1.07424 -5.80953 2.20167 0.08
H -2.22604 -6.35175 3.44238 0.09
H -1.03735 -7.48822 2.79035 0.08
H -4.20315 -7.94802 2.63005 0.08
H -3.01667 -9.08620 1.97767 0.08
H -4.23497 -8.36588 0.90246 0.08



(2)
68
Properties=species:S:1:pos:R:3:lowdin_charge:R:1 method="wB97M-V/def2-TZVPD" e_lumo_ha=0.0146 homo_energy_ha=-0.333 total_energy_ha=-2096.4863 orbital_gap_ev=9.464 de_lowest_ev=0.0000 charge=0
C 8.61470 -10.44311 -23.62292 -0.12
C 9.62321 -9.29254 -23.17485 -0.10
O 9.99638 -9.66400 -21.84609 0.02
C 9.07340 -10.64164 -21.39061 -0.48
O 8.89688 -11.18326 -20.32367 0.14
O 8.42533 -11.16434 -22.45356 0.03
H 8.91825 -11.17613 -24.37035 0.12
H 7.59929 -10.15039 -23.89007 0.12
H 9.02948 -8.38701 -23.04997 0.11
H 10.46062 -8.98422 -23.80077 0.13
C 19.31905 -12.24971 -20.56271 -0.15
C 20.15675 -11.31145 -21.32383 -0.15
O 19.41804 -10.13870 -21.36807 0.10
C 18.15714 -10.44701 -21.09384 -0.50
O 17.13298 -9.74905 -21.19747 0.11
O 18.04104 -11.67011 -20.52972 0.08
H 19.68637 -12.46212 -19.55869 0.14
H 19.17657 -13.19978 -21.07765 0.14
H 20.38725 -11.63701 -22.33822 0.14
H 21.07474 -11.09289 -20.77828 0.14
C 15.04954 -4.04487 -19.23998 -0.09
C 13.80574 -3.88625 -20.10880 -0.09
O 12.78198 -4.62585 -19.43455 0.03
C 13.14397 -4.82088 -18.16048 -0.59
O 12.39532 -5.22225 -17.32138 0.15
O 14.44067 -4.51284 -18.02525 0.06
H 15.65605 -3.20381 -18.90401 0.13
H 15.73705 -4.81026 -19.59999 0.13
H 13.84985 -4.33604 -21.10068 0.14
H 13.61921 -2.81407 -20.17009 0.13
C 13.55597 -10.32803 -26.91438 -0.13
C 14.64883 -10.61397 -25.90656 -0.14
O 15.52728 -9.53598 -25.89961 0.09
C 15.23977 -8.75408 -26.93982 -0.49
O 15.90042 -7.89279 -27.52607 0.11
O 13.97593 -9.08385 -27.45210 0.02
H 12.58705 -10.05300 -26.49768 0.12
H 13.35252 -11.10879 -27.64726 0.13
H 15.24960 -11.47807 -26.19031 0.13
H 14.14593 -10.76197 -24.95090 0.12
C 14.31882 -10.47876 -16.60956 -0.12
C 14.84683 -11.77317 -16.27903 -0.13
O 14.73429 -12.47061 -17.53112 0.07
C 14.76393 -11.58660 -18.52980 -0.58
O 14.79848 -11.80999 -19.72139 0.14
O 14.57864 -10.36724 -18.04286 0.06
H 14.92263 -9.65450 -16.22993 0.14
H 13.26111 -10.34268 -16.38410 0.14
H 14.21347 -12.27790 -15.54950 0.15
H 15.91204 -11.63088 -16.09688 0.14
O 11.10513 -6.35558 -22.28779 -0.05
H 11.21530 -6.58277 -21.36450 -0.02
H 10.96627 -5.40850 -22.28698 0.04
O 11.39843 -7.03963 -19.67152 -0.03
H 11.25615 -6.33408 -19.04050 0.03
H 11.26199 -7.84254 -19.16858 0.08
O 13.25493 -6.10285 -24.86313 -0.04
H 12.97374 -6.43278 -24.00972 -0.01
H 12.47383 -5.68809 -25.22932 0.03
C 14.35060 -7.94900 -20.65301 -0.07
C 13.49685 -8.50072 -21.78783 -0.33
O 14.23062 -9.42092 -22.49714 -0.05
H 13.86043 -7.08978 -20.19523 0.05
H 15.35357 -7.65917 -20.96630 0.07
H 14.52989 -8.72925 -19.91329 0.06
H 12.98817 -7.66612 -22.27031 0.07
H 12.67702 -9.04920 -21.32399 0.10
H 14.91239 -9.83987 -21.96679 0.06



(3)
53
Properties=species:S:1:pos:R:3:lowdin_charge:R:1 method="wB97M-V/def2-TZVPD" e_lumo_ha=0.0250 homo_energy_ha=-0.377 total_energy_ha=-967.9789 orbital_gap_ev=10.929 de_lowest_ev=0.1995 charge=0
C 3.66334 2.88188 6.62140 -0.12
C 4.40731 1.59816 6.27186 -0.27
C 3.53412 0.57441 5.54561 -0.23
C 3.12473 1.01474 4.14160 -0.23
C 2.34405 -0.08034 3.41757 -0.22
C 1.81614 0.34936 2.04787 -0.22
C 2.92171 0.56202 1.01445 -0.21
C 2.38071 0.93976 -0.36597 -0.21
C 1.73628 -0.23159 -1.10500 -0.21
C 1.10116 0.22154 -2.41766 -0.20
C 0.36284 -0.89570 -3.15535 -0.18
C -0.89444 -1.41226 -2.45185 -0.15
H -0.63824 -1.82852 -1.47902 0.12
H -1.31044 -2.21695 -3.06032 0.11
C -1.96805 -0.33244 -2.28157 -0.18
C -1.73869 0.57269 -1.08745 -0.52
O -1.93353 1.75971 -1.09129 0.12
O -1.34285 -0.07451 0.01414 0.10
H -1.21115 0.55477 0.74153 0.14
H -1.97499 0.32314 -3.15998 0.16
C -3.40022 -0.92259 -2.13934 -0.22
C -3.79764 -1.45476 -3.50177 -0.51
O -3.54652 -2.55017 -3.92626 0.12
O -4.45300 -0.53731 -4.21912 0.12
H -4.67391 -0.88134 -5.09961 0.14
C -3.50547 -2.02543 -1.09111 -0.03
H -3.01597 -2.92721 -1.44787 0.09
H -3.04355 -1.71608 -0.15876 0.08
H -4.55124 -2.25750 -0.90298 0.09
H -4.07608 -0.09523 -1.90136 0.15
H 1.04514 -1.73703 -3.29705 0.11
H 0.08188 -0.53146 -4.14697 0.11
H 0.41240 1.04564 -2.22148 0.10
H 1.88582 0.60979 -3.07199 0.12
H 2.49306 -0.99225 -1.31066 0.12
H 0.97569 -0.68519 -0.47156 0.08
H 3.19998 1.32975 -0.97487 0.11
H 1.64791 1.74330 -0.25528 0.12
H 3.58011 1.36142 1.35818 0.10
H 3.51917 -0.34867 0.93119 0.12
H 1.24753 1.27686 2.15804 0.11
H 1.13343 -0.42330 1.68832 0.10
H 2.98028 -0.96033 3.29698 0.11
H 1.49595 -0.37276 4.04270 0.11
H 2.50390 1.91031 4.20175 0.11
H 4.02307 1.26548 3.57495 0.11
H 2.63831 0.38003 6.14060 0.11
H 4.08769 -0.36505 5.46871 0.11
H 5.27312 1.83840 5.65037 0.10
H 4.77940 1.14553 7.19421 0.10
H 3.35769 3.41351 5.72418 0.06
H 2.77570 2.65844 7.20961 0.07
H 4.30250 3.54187 7.20371 0.07